Record 1
{"formula": "C5H3N", "method": "ωB97M-V/def2-TZVPD", "orbital_gap_ev": [9.08, 9.08], "multiplicity": 1, "e_homo_ev": [-9.245, -9.245], "symbols": ["C", "C", "C", "C", "C", "N", "H", "H", "H"], "coordinates": [[-2.017108, 0.073832, -1.321992], [-0.734025, 0.901352, 0.901107], [2.591330, -1.074062, 0.352779], [-1.290743, 0.687163, -0.545110], [-0.288498, 1.633245, -0.033696], [2.103537, -0.941606, -0.670666], [-2.582964, -0.633985, -1.945338], [-0.766292, 0.477242, 1.869315], [2.984763, -1.123180, 1.393597]], "forces_ev_per_a": [[-0.328, -0.766, 0.103], [0.580, 0.618, -0.277], [0.544, 0.098, 2.043], [-1.420, -1.493, -1.174], [1.088, 1.350, 0.401], [-0.091, -0.096, -0.481], [0.630, 0.950, 0.652], [-0.561, -0.632, 0.308], [-0.442, -0.028, -1.575]]}

***

Record 2
{"formula": "C5H3N3", "method": "ωB97M-V/def2-TZVPD", "orbital_gap_ev": 6.86, "multiplicity": 1, "e_homo_ev": -8.795, "symbols": ["C", "C", "C", "C", "C", "H", "H", "H", "N", "N", "N"], "coordinates": [[-0.623741, 0.009337, -1.811739], [-0.220046, -1.216665, -1.043133], [0.275975, -0.600826, 0.210635], [0.742428, 0.710167, 1.825378], [-0.393045, 0.754064, 0.248038], [-0.673646, 0.006941, -2.901984], [-0.335756, -2.433729, -0.979017], [1.205471, 0.794554, 2.749334], [1.123280, -0.586975, 1.180853], [-0.290700, 1.410983, 1.446753], [-0.810221, 1.152148, -0.925118]], "forces_ev_per_a": [[1.306, -5.009, 3.326], [-0.170, 0.512, -0.803], [-1.442, 1.306, 0.045], [-1.452, -0.963, 1.047], [-2.588, 0.328, -4.624], [-0.577, 0.435, 0.519], [0.516, 3.445, -1.413], [1.008, 0.867, 1.593], [-0.585, 0.502, -0.769], [3.069, -0.900, 0.079], [0.917, -0.525, 1.001]]}

***

Record 3
{"formula": "C5H3NO", "method": "ωB97M-V/def2-TZVPD", "orbital_gap_ev": 9.82, "multiplicity": 1, "e_homo_ev": -9.374, "symbols": ["C", "C", "C", "C", "O", "N", "C", "H", "H", "H"], "coordinates": [[-0.593477, -0.697129, -1.563114], [-1.113834, 0.472410, -1.578376], [-0.336792, 0.407418, -0.244452], [-0.445049, -0.554727, 0.733568], [0.573854, -0.491752, 1.586257], [1.367372, 0.588089, 1.243818], [0.839664, 1.118327, 0.180752], [-0.310245, -1.626935, -1.085588], [-1.250832, -1.240465, 0.953444], [1.269340, 2.024765, -0.226310]], "forces_ev_per_a": [[-0.097, 0.321, 0.619], [0.026, -0.445, -0.213], [0.232, -0.091, 0.638], [-0.242, 0.568, 0.507], [-0.292, 0.100, 0.335], [0.022, 0.441, -0.227], [0.228, -0.066, 0.102], [-0.148, -0.463, -1.591], [0.252, -0.128, -0.080], [0.020, -0.238, -0.089]]}

***

Record 4
{"formula": "C5H3NO", "method": "ωB97M-V/def2-TZVPD", "orbital_gap_ev": 8.82, "multiplicity": 1, "e_homo_ev": -9.532, "smiles": "C#CC=C=CN=O", "symbols": ["C", "C", "C", "C", "C", "N", "O", "H", "H", "H"], "coordinates": [[-0.326189, -1.329675, 2.047158], [0.230532, -0.891305, 1.076231], [0.773735, -0.504532, -0.177525], [-0.085606, -0.408628, -1.204496], [-0.662292, 0.747993, -1.509973], [-0.186641, 1.873671, -0.733309], [0.653809, 1.632633, 0.098816], [-0.802452, -1.759809, 2.893505], [1.841456, -0.383383, -0.282226], [-1.436351, 1.023034, -2.208180]], "forces_ev_per_a": [[0.265, 0.122, -0.266], [-0.195, -0.653, 0.471], [-0.085, -0.250, 0.002], [0.059, 0.596, 0.135], [-0.144, -0.087, -0.201], [0.415, 0.014, 0.479], [-0.627, 0.623, -0.404], [-0.016, 0.093, 0.099], [0.200, -0.318, -0.181], [0.128, -0.140, -0.133]]}

***

Record 5
{"formula": "C5H3NO", "method": "ωB97M-V/def2-TZVPD", "orbital_gap_ev": 10.00, "multiplicity": 1, "e_homo_ev": -9.158, "smiles": "C#Cc1cnoc1", "symbols": ["C", "C", "C", "C", "N", "O", "C", "H", "H", "H"], "coordinates": [[-1.563711, 0.397924, -1.676851], [-0.530213, 0.734648, -1.148684], [0.337523, 0.550274, -0.017906], [1.613467, -0.068506, 0.168646], [1.582435, -0.938779, 1.141233], [0.296240, -0.902728, 1.655448], [-0.393627, 0.002514, 0.991923], [-2.471493, -0.043211, -2.019372], [2.567296, 0.101299, -0.314614], [-1.437915, 0.166564, 1.220176]], "forces_ev_per_a": [[0.411, 0.438, -0.111], [-0.641, -0.152, -0.300], [-0.313, -0.574, 0.002], [0.054, -0.195, 0.091], [0.391, 0.456, -0.007], [0.092, 0.246, 0.584], [0.042, -0.115, 0.230], [0.075, 0.327, -0.397], [-0.264, -0.118, -0.210], [0.154, -0.312, 0.119]]}

***

Record 6
{"formula": "C5H3NO", "method": "ωB97M-V/def2-TZVPD", "orbital_gap_ev": 8.72, "multiplicity": 1, "e_homo_ev": -9.727, "symbols": ["C", "C", "C", "C", "O", "N", "C", "H", "H", "H"], "coordinates": [[2.737699, 0.903605, 0.513845], [1.593193, 0.457605, 0.127066], [0.184098, 0.159361, 0.257896], [-0.905650, 0.925924, -0.002073], [-1.962999, 0.130012, -0.176786], [-1.587113, -1.189208, -0.099343], [-0.310311, -1.181767, 0.140969], [1.012799, -0.108952, -0.859663], [-1.047829, 1.993266, -0.091299], [0.286116, -2.089850, 0.189384]], "forces_ev_per_a": [[-1.197, -0.568, -0.747], [0.521, -0.303, -0.951], [-1.007, -0.144, 0.471], [-0.221, -0.053, 0.305], [-0.412, 0.169, 0.013], [0.126, -0.195, 0.113], [-0.574, -0.168, 0.297], [3.152, 1.288, 0.414], [-0.044, -0.184, -0.001], [-0.345, 0.158, 0.085]]}

***

no.,molar mass (g/mol)
1,77.086
2,105.100
3,93.085
4,93.085
5,93.085
6,93.085